Here is one molecule with the formula C3H4BrNO at a distorted geometry from OMol25. Energies are from wB97M-V/def2-TZVPD.

Structure (XYZ):
```
10
Properties=species:S:1:pos:R:3
O 2.48487 -1.45360 1.11837
C 1.50299 -1.13586 0.55414
C 0.66498 0.13440 0.48130
C -0.23415 -0.65083 -0.58745
N 0.81888 -1.61729 -0.63697
Br 0.68440 -3.14313 -1.63352
H 0.08853 0.46498 1.32935
H 1.09005 0.96487 -0.03063
H -1.21995 -0.88997 -0.29697
H -0.50515 -0.02945 -1.42689
```

The LUMO energy is 0.4 eV. The energy relative to the best compared isomer or geometry (same formula, charge and spin) comes out at 145.5 kJ/mol. The calculation puts the highest occupied orbital energy at -9.4291 eV. The SMILES is O=C1CCN1Br. Its gap between HOMO and LUMO is 9.847 eV.

Here is one molecule with the formula C3H6N2S at a distorted geometry from OMol25. Energies are from wB97M-V/def2-TZVPD.

Structure (XYZ):
```
12
Properties=species:S:1:pos:R:3
N -1.50374 -1.52703 -0.25751
C -0.94365 -0.36554 0.37998
C -1.52379 1.02215 0.00510
N -0.09275 1.46542 -0.10310
C 0.41674 0.22698 0.03461
S 1.91585 -0.33435 -0.01670
H -0.79800 -2.25389 -0.61806
H -2.03015 -2.00763 0.37954
H -0.87718 -0.55885 1.51763
H -1.67921 0.93067 -1.17740
H -2.27344 1.84291 0.21963
H 0.48400 2.52610 -0.04801
```

The LUMO energy is 0.6 eV. The energy relative to the best compared isomer or geometry (same formula, charge and spin) comes out at 289.0 kJ/mol. The calculation puts the highest occupied orbital energy at -8.4228 eV. The SMILES is N[C@@H]1CNC1=S. Its gap between HOMO and LUMO is 9.026 eV.

Here is a 8-piece molecular cluster, C30H56F6IN3O10S7 overall at a distorted geometry from OMol25. Energies are from wB97M-V/def2-TZVPD.

Structure (XYZ):
```
113
Properties=species:S:1:pos:R:3
N 2.48573 -4.14013 1.34446
C 2.23578 -2.77854 0.78471
N 0.87558 -2.42651 0.53238
C 0.72082 -1.09389 0.01178
C -0.76426 -0.60294 -0.25104
C -1.99361 -1.59375 0.12013
C -2.83294 -0.94860 1.35093
O -2.00329 -1.08645 2.54697
C -4.29237 -1.60556 1.54475
F -4.76715 -2.33560 0.42666
F -5.25705 -0.56655 1.82172
F -4.23993 -2.40882 2.72328
C -1.06036 0.79864 -0.82578
C -2.50460 1.42780 -1.09378
C -3.52389 0.47369 -1.86742
O -4.69499 0.35243 -1.38613
I -3.10669 -0.63591 -3.68917
C 0.18340 1.73675 -1.15309
C 1.62001 1.24839 -0.89299
C 1.93923 -0.18447 -0.27779
N 3.32929 -0.48154 -0.05165
C 3.40704 -1.79432 0.50469
C 4.89571 -2.31556 0.88609
C 5.81251 -2.61134 -0.40152
O 5.64549 -1.68991 -1.49223
C 7.35496 -2.44415 0.10561
F 8.26558 -2.58144 -1.00795
F 7.71810 -3.48845 1.03491
F 7.61275 -1.16132 0.65634
H 1.99166 -4.81572 0.74419
H 2.12432 -4.16617 2.31845
H -1.64379 -2.61930 0.48147
H -2.66009 -1.79652 -0.80621
H -2.99441 0.17731 1.22614
H -1.47793 -1.91744 2.49225
H -2.35667 2.39333 -1.72750
H -2.93168 1.77618 -0.08069
H -0.01174 2.77318 -1.58083
H 2.50908 1.94153 -1.13974
H 4.87072 -3.28755 1.50131
H 5.32527 -1.50638 1.60029
H 5.70491 -3.71290 -0.68811
H 5.79175 -0.78679 -1.12207
C 0.03937 -0.61540 -6.13606
S 1.29344 0.56985 -5.60197
O 0.86459 1.10877 -4.27621
C 0.90858 1.82299 -6.84507
H 0.07093 -1.47663 -5.46702
H -0.95119 -0.15810 -6.09006
H 0.25547 -0.94230 -7.15499
H -0.13538 2.12922 -6.75523
H 1.09677 1.41762 -7.84105
H 1.55528 2.68522 -6.67802
C 9.94738 0.66805 1.75361
S 10.92324 1.55775 2.98516
O 11.18122 2.92790 2.44756
C 12.43490 0.59471 2.75908
H 8.96098 1.13002 1.69559
H 10.43256 0.72793 0.77739
H 9.83960 -0.37495 2.05634
H 12.76641 0.65910 1.72107
H 12.24721 -0.44609 3.02958
H 13.20636 1.00417 3.41236
C -10.37741 1.75617 1.90098
S -9.02776 1.70279 3.09964
O -8.51841 3.09939 3.26291
C -7.86363 0.82394 2.03509
H -11.21097 2.30235 2.34429
H -10.05228 2.26801 0.99347
H -10.69743 0.73989 1.66467
H -7.69264 1.39302 1.11939
H -8.26362 -0.16273 1.79459
H -6.92252 0.71029 2.57191
C -5.90086 4.28698 -1.90062
S -4.46268 4.38344 -2.98725
O -3.31028 3.76430 -2.25900
C -4.26536 6.17556 -2.88513
H -6.17811 3.23752 -1.78832
H -5.65821 4.70384 -0.92121
H -6.73285 4.83451 -2.34688
H -4.12359 6.47656 -1.84558
H -5.14946 6.66282 -3.30006
H -3.38873 6.46058 -3.46818
C 9.94241 -7.87630 -1.73383
S 8.24352 -7.31481 -1.48669
O 7.47594 -7.65268 -2.72344
C 8.61780 -5.54902 -1.54809
H 9.94337 -8.96666 -1.76835
H 10.33248 -7.48424 -2.67514
H 10.56300 -7.54101 -0.90076
H 9.08970 -5.30031 -2.50037
H 9.28075 -5.28830 -0.72122
H 7.68491 -4.99440 -1.45065
C 3.83672 1.62419 4.29590
S 4.88093 0.25304 4.83463
O 5.21414 -0.55767 3.62360
C 3.58679 -0.62825 5.73495
H 4.43691 2.29118 3.67545
H 2.99522 1.24628 3.71169
H 3.47379 2.17144 5.16778
H 2.76075 -0.86684 5.06228
H 3.23182 -0.00896 6.56070
H 4.00980 -1.55184 6.13207
C -15.22761 2.33132 0.89400
S -14.18861 3.14698 -0.33775
O -12.89590 2.39999 -0.39800
C -13.90033 4.64921 0.62317
H -15.49825 1.34407 0.51705
H -14.67999 2.22270 1.83226
H -16.13430 2.91779 1.05346
H -13.43487 4.39781 1.57800
H -14.84952 5.16139 0.79137
H -13.23447 5.30006 0.05529
```

The LUMO energy is -0.7 eV. The calculation puts the highest occupied orbital energy at -8.2629 eV. Its gap between HOMO and LUMO is 7.549 eV.

Here is a 4-piece molecular cluster, C28H56BrO8 overall at a distorted geometry from OMol25. Energies are from wB97M-V/def2-TZVPD.

Structure (XYZ):
```
93
Properties=species:S:1:pos:R:3
C 3.28961 -2.64592 -0.83229
C 3.10520 -1.19127 -0.43555
O 4.32816 -0.68658 0.08932
C 4.64743 0.64014 -0.28592
C 4.29541 1.64930 0.79389
C 2.81104 1.68315 1.11229
C 1.92119 2.01474 -0.09658
C 0.45372 1.94602 0.28883
C -0.46620 2.72464 -0.62941
C -1.84574 2.71444 0.06403
C -2.53612 1.35155 0.33597
C -4.05411 1.43355 0.09798
C -4.70882 0.06475 0.27779
O -5.26117 -0.40290 -0.94064
C -5.51788 -1.78083 -0.88508
C -0.45800 2.18660 -2.03696
Br 0.01163 0.18124 -2.32344
C -1.70595 2.53895 -2.88006
C -2.64904 1.40257 -3.27685
H 4.30092 -2.80945 -1.18836
H 2.55377 -2.96125 -1.56192
H 3.16215 -3.28163 0.04011
H 2.75907 -0.64590 -1.30549
H 2.33876 -1.15935 0.33709
H 4.17309 0.94042 -1.21712
H 5.72590 0.67761 -0.43371
H 4.68082 2.64106 0.56859
H 4.81849 1.32591 1.69640
H 2.48292 0.71680 1.48666
H 2.57095 2.41759 1.87209
H 2.13548 1.34539 -0.91661
H 2.15229 3.03333 -0.39887
H 0.12596 0.91148 0.45159
H 0.37659 2.44336 1.25894
H -1.65045 3.15556 1.04302
H -2.54986 3.39299 -0.40491
H -2.09244 0.51173 -0.19014
H -2.44232 1.12890 1.39988
H -4.44380 2.12807 0.83606
H -4.22412 1.82841 -0.89456
H -5.50483 0.13965 1.02881
H -3.95879 -0.62593 0.66437
H -4.60311 -2.35219 -0.72287
H -5.93208 -2.07005 -1.84453
H -6.24391 -2.03505 -0.10679
H 0.36787 2.68139 -2.52143
H -2.26256 3.35775 -2.44825
H -1.33107 2.90397 -3.83656
H -2.26708 0.85066 -4.12490
H -2.87546 0.73341 -2.46276
H -3.59424 1.84599 -3.59102
O -4.30148 4.78802 -0.74363
C -4.80619 5.38356 0.16269
O -4.15265 5.44922 1.34165
C -4.58889 6.24069 2.44125
C -5.63120 5.52382 3.27594
C -6.18783 5.99105 0.03842
H -4.92921 7.22140 2.10169
H -3.69423 6.40885 3.03861
H -6.53480 5.31716 2.70187
H -5.90499 6.12544 4.14409
H -5.23911 4.56745 3.62101
H -6.92656 5.20435 0.18563
H -6.29189 6.38812 -0.96807
H -6.38727 6.80376 0.73400
O -0.70244 -0.90049 5.51421
C 0.05757 -1.69459 5.02996
O 0.76836 -1.34878 3.94375
C 1.80876 -2.16918 3.40122
C 1.26980 -3.25031 2.48654
C 0.17616 -3.09902 5.58416
H 2.42701 -2.57609 4.20381
H 2.44200 -1.48845 2.83336
H 0.60895 -3.93711 3.01681
H 2.08913 -3.82462 2.05394
H 0.68866 -2.80671 1.67750
H -0.64476 -3.69697 5.19158
H 0.08632 -3.04406 6.66638
H 1.11718 -3.59359 5.35778
O 4.31000 -6.61943 -1.23973
C 4.89152 -6.16190 -2.18338
O 4.40074 -6.37059 -3.42185
C 4.92728 -5.73947 -4.59012
C 6.12799 -6.48002 -5.14314
C 6.19834 -5.41963 -2.01207
H 5.13888 -4.68732 -4.39617
H 4.11466 -5.76607 -5.31369
H 6.95573 -6.49245 -4.43406
H 6.47246 -6.01055 -6.06512
H 5.86479 -7.51650 -5.35463
H 7.00188 -6.14764 -1.90823
H 6.13331 -4.83023 -1.10106
H 6.43672 -4.73590 -2.82304
```

The LUMO energy is 2.2 eV. The calculation puts the highest occupied orbital energy at -1.8078 eV. Its total charge is -1. Its gap between HOMO and LUMO is 4.032 eV.

Number 1: M 149.98 g mol⁻¹. Number 2: M 102.16 g mol⁻¹. Number 3: M 1084.15 g mol⁻¹. Number 4: M 600.65 g mol⁻¹.